1.
The following is a quantum chemistry calculation of a cluster of 2 separate species, C3H9N2 in total in a non-equilibrium geometry, from OMol25.

Computed properties:
* highest occupied orbital energy (alpha / beta): -0.507 / -0.507 Eh
* spin multiplicity: 1
* Kohn-Sham gap (alpha / beta): 9.28 / 9.28 eV
* charge: +1
* maximum force: 2.06 eV/Å
* LUMO energy (alpha / beta): -4.524 / -4.525 eV

XYZ file:
```
14
C3H9N2 | OMol25 | the ωB97M-V functional and the def2-TZVPD basis
C -1.93480 -2.22133 0.75248
C 1.84595 0.95043 -2.14134
C -0.83996 -0.04862 0.57623
N -1.35381 -1.12098 0.84805
N -0.27936 0.83668 1.60240
H -3.01003 -2.28140 0.81899
H -1.36908 -3.12964 0.61587
H 2.27643 1.58620 -1.37637
H 1.90974 1.45267 -3.09585
H 0.80705 0.73836 -1.91432
H 2.40169 0.02215 -2.19201
H 0.40550 1.45283 1.13857
H 0.18271 0.34367 2.38752
H -1.04202 1.41896 1.97978
```

Results of the Mulliken charge analysis, in e, for atoms 1 through 8: atom 1 (C): -0.22, atom 2 (C): -0.89, atom 3 (C): -0.16, atom 4 (N): 0.00, atom 5 (N): -0.30, atom 6 (H): 0.26, atom 7 (H): 0.26, atom 8 (H): 0.20

2.
The following is a quantum chemistry calculation of the ion C3H9N2O with charge -1 in a non-equilibrium geometry, from OMol25.

Computed properties:
* highest occupied orbital energy: -0.096 Eh
* spin multiplicity: 1
* Kohn-Sham gap: 7.10 eV
* SMILES string: NCCNC[O-]
* charge: -1
* maximum force: 1.03 eV/Å
* LUMO energy: 4.485 eV

XYZ file:
```
15
C3H9N2O | OMol25 | the ωB97M-V functional and the def2-TZVPD basis
N 1.99579 0.47607 0.32009
C 1.15676 -0.24353 -0.68107
C 0.04908 -1.05591 -0.04098
N -0.81353 -0.23756 0.86919
C -1.54084 0.83555 0.06109
O -2.26831 0.37292 -0.93273
H 1.72500 0.10033 1.22554
H 1.60185 1.41251 0.36404
H 0.75681 0.50149 -1.36379
H 1.78407 -0.88848 -1.28015
H -0.57760 -1.51251 -0.81223
H 0.51631 -1.79742 0.61634
H -1.58870 -0.88066 1.02686
H -0.70856 1.53913 -0.23276
H -2.08812 1.37805 0.86057
```

Results of the Mulliken charge analysis, in e, for atoms 1 through 8: atom 1 (N): -0.72, atom 2 (C): -0.76, atom 3 (C): -0.56, atom 4 (N): -0.56, atom 5 (C): -0.37, atom 6 (O): -0.86, atom 7 (H): 0.30, atom 8 (H): 0.36

3.
The following is a quantum chemistry calculation of the ion C3H9N2O with charge -1 in a non-equilibrium geometry, from OMol25.

Computed properties:
* highest occupied orbital energy: -0.099 Eh
* spin multiplicity: 1
* Kohn-Sham gap: 7.21 eV
* SMILES string: NCCNC[O-]
* charge: -1
* maximum force: 1.30 eV/Å
* LUMO energy: 4.508 eV

XYZ file:
```
15
C3H9N2O | OMol25 | the ωB97M-V functional and the def2-TZVPD basis
N -0.19200 1.92265 0.73334
C 0.79818 0.82725 0.51502
C 0.62869 0.28901 -0.91617
N -0.61064 -0.47055 -1.02055
C -0.76777 -1.64125 0.08887
O 0.33484 -2.21429 0.46865
H -1.08422 1.43342 0.61433
H -0.22435 2.14439 1.72309
H 0.65323 0.03691 1.24375
H 1.81845 1.18751 0.70081
H 1.55242 -0.22059 -1.21536
H 0.54858 1.19144 -1.53461
H -0.54934 -1.09200 -1.81759
H -1.39523 -1.11668 0.86528
H -1.51084 -2.27725 -0.44886
```

Results of the Mulliken charge analysis, in e, for atoms 1 through 8: atom 1 (N): -0.79, atom 2 (C): -0.50, atom 3 (C): -0.60, atom 4 (N): -0.64, atom 5 (C): -0.59, atom 6 (O): -0.83, atom 7 (H): 0.33, atom 8 (H): 0.22

4.
The following is a quantum chemistry calculation of a cluster of 3 separate species, C3H9N2O in total in a non-equilibrium geometry, from OMol25.

Computed properties:
* highest occupied orbital energy (alpha / beta): 0.021 / -0.162 Eh
* spin multiplicity: 3
* Kohn-Sham gap (alpha / beta): 3.49 / 7.96 eV
* charge: -1
* maximum force: 6.98 eV/Å
* LUMO energy (alpha / beta): 4.064 / 3.562 eV

XYZ file:
```
15
C3H9N2O | OMol25 | the ωB97M-V functional and the def2-TZVPD basis
C 1.43428 0.53039 0.09509
C -0.65687 0.33538 1.42316
C 0.21051 1.28132 0.60331
N -1.16775 -0.60662 -2.38877
N -1.10970 -1.72032 -2.27599
O -1.30313 -2.83100 -2.60069
H 1.98793 1.11115 -0.64213
H 2.09796 0.28106 0.92043
H 1.09962 -0.39951 -0.36230
H -0.13950 0.02961 2.33248
H -0.84347 -0.55556 0.82776
H -1.60717 0.79332 1.69729
H 0.51381 2.14717 1.20671
H -0.36682 1.64123 -0.24925
H -0.14971 -2.03764 -0.58709
```

Results of the Mulliken charge analysis, in e, for atoms 1 through 8: atom 1 (C): -1.04, atom 2 (C): -1.06, atom 3 (C): -0.22, atom 4 (N): -0.54, atom 5 (N): 0.34, atom 6 (O): -0.69, atom 7 (H): 0.27, atom 8 (H): 0.38

5.
The following is a quantum chemistry calculation of a cluster of 2 separate species, C3H9N2O in total in a non-equilibrium geometry, from OMol25.

Computed properties:
* highest occupied orbital energy (alpha / beta): -0.432 / -0.451 Eh
* spin multiplicity: 1
* Kohn-Sham gap (alpha / beta): 6.96 / 7.47 eV
* charge: +1
* maximum force: 4.24 eV/Å
* LUMO energy (alpha / beta): -4.808 / -4.804 eV

XYZ file:
```
15
C3H9N2O | OMol25 | the ωB97M-V functional and the def2-TZVPD basis
C -0.42563 -0.69637 -1.61700
C -1.02140 2.30431 0.98255
C 1.37608 -0.21866 1.39911
N 0.50008 0.53719 0.60921
N -0.87690 -1.76417 -1.06903
O -0.11961 1.44880 1.32056
H -1.12748 0.22256 -1.82270
H 0.60184 -0.72315 -1.94877
H -1.55572 2.28399 0.01827
H -1.36492 2.95202 1.76454
H 0.98954 -0.03914 2.50907
H 1.31303 -1.28066 1.03713
H 2.42054 -0.06255 1.50975
H -1.80198 -1.62958 -0.62490
H -0.21688 -2.60248 -1.01367
```

Results of the Mulliken charge analysis, in e, for atoms 1 through 8: atom 1 (C): -0.17, atom 2 (C): -0.19, atom 3 (C): -0.68, atom 4 (N): -0.21, atom 5 (N): -0.14, atom 6 (O): -0.10, atom 7 (H): 0.27, atom 8 (H): 0.29

6.
The following is a quantum chemistry calculation of a cluster of 2 separate species, C3H9N2O in total in a non-equilibrium geometry, from OMol25.

Computed properties:
* highest occupied orbital energy: -0.543 Eh
* spin multiplicity: 1
* Kohn-Sham gap: 4.22 eV
* charge: +1
* maximum force: 4.09 eV/Å
* LUMO energy: -10.570 eV

XYZ file:
```
15
C3H9N2O | OMol25 | the ωB97M-V functional and the def2-TZVPD basis
C -2.21527 0.38536 -0.50673
N -1.12094 0.23308 -1.46764
H -2.89572 -0.45792 -0.50494
H -2.71509 1.32884 -0.74839
H -1.79648 0.43600 0.47838
H -1.34281 -0.08516 -2.38555
C 1.56711 0.75601 0.97862
C 1.74919 -0.73780 0.77807
N 0.68681 -1.33511 0.16041
O 2.86081 -1.24425 1.12618
H 0.62917 1.13005 0.51356
H 2.45271 1.30483 0.57314
H 1.57083 1.01042 2.03095
H 1.00116 -2.28066 -0.00228
H -0.43150 -0.44370 -1.02379
```

Results of the Mulliken charge analysis, in e, for atoms 1 through 8: atom 1 (C): -0.62, atom 2 (N): -0.20, atom 3 (H): 0.34, atom 4 (H): 0.33, atom 5 (H): 0.27, atom 6 (H): 0.34, atom 7 (C): -0.70, atom 8 (C): 0.54

7.
The following is a quantum chemistry calculation of a cluster of 2 separate species, C3H9N2O in total in a non-equilibrium geometry, from OMol25.

Computed properties:
* highest occupied orbital energy: -0.529 Eh
* spin multiplicity: 1
* Kohn-Sham gap: 9.52 eV
* charge: +1
* maximum force: 1.38 eV/Å
* LUMO energy: -4.874 eV

XYZ file:
```
15
C3H9N2O | OMol25 | the ωB97M-V functional and the def2-TZVPD basis
C 0.53013 -0.36315 2.34865
N -0.18993 0.67771 2.13359
H 1.27122 -0.34594 3.14338
H 0.29220 -1.32414 1.82883
H -0.82446 0.78591 1.22962
H -0.03592 1.47071 2.76365
C -0.73277 1.02014 -1.16840
N 0.13335 0.26395 -1.84598
C 0.30294 -1.14722 -1.55714
O -1.38808 0.66484 -0.16588
H -0.77283 1.97902 -1.62955
H 0.53484 0.73417 -2.65154
H 1.31770 -1.38038 -1.26572
H -0.07862 -1.68862 -2.44632
H -0.35976 -1.34702 -0.71720
```

Results of the Mulliken charge analysis, in e, for atoms 1 through 8: atom 1 (C): -0.10, atom 2 (N): -0.12, atom 3 (H): 0.29, atom 4 (H): 0.25, atom 5 (H): 0.33, atom 6 (H): 0.27, atom 7 (C): 0.10, atom 8 (N): -0.12

8.
The following is a quantum chemistry calculation of the ion C3H9N2O with charge +1 in a non-equilibrium geometry, from OMol25.

Computed properties:
* highest occupied orbital energy (alpha / beta): -0.430 / -0.552 Eh
* spin multiplicity: 3
* Kohn-Sham gap (alpha / beta): 8.87 / 5.64 eV
* charge: +1
* maximum force: 14.42 eV/Å
* LUMO energy (alpha / beta): -2.840 / -9.388 eV

XYZ file:
```
15
C3H9N2O | OMol25 | the ωB97M-V functional and the def2-TZVPD basis
C -0.96001 -1.51073 -0.42511
C -1.75373 0.59065 0.36678
C 1.30535 0.83802 -0.20370
N -0.89339 -0.28008 -0.30550
N 1.89543 -0.32576 0.40719
O 0.16352 0.39381 -0.91810
H -1.89143 -2.09591 -0.15816
H -2.59917 0.78903 -0.34332
H -2.04321 0.14418 1.21480
H -1.04927 1.44527 0.45179
H 1.01067 1.62765 0.45991
H -0.08515 -1.99912 -0.90467
H 1.93033 1.30803 -1.03253
H 2.13999 -0.42563 1.37034
H 2.83007 -0.49939 0.02028
```

Results of the Mulliken charge analysis, in e, for atoms 1 through 8: atom 1 (C): -0.42, atom 2 (C): -0.72, atom 3 (C): -0.23, atom 4 (N): 0.21, atom 5 (N): -0.46, atom 6 (O): -0.17, atom 7 (H): 0.30, atom 8 (H): 0.33

9.
The following is a quantum chemistry calculation of a cluster of 2 separate species, C3H9N2O2 in total in a non-equilibrium geometry, from OMol25.

Computed properties:
* highest occupied orbital energy (alpha / beta): -0.516 / -0.458 Eh
* spin multiplicity: 1
* Kohn-Sham gap (alpha / beta): 8.61 / 4.65 eV
* charge: +1
* maximum force: 3.43 eV/Å
* LUMO energy (alpha / beta): -5.441 / -7.824 eV

XYZ file:
```
16
C3H9N2O2 | OMol25 | the ωB97M-V functional and the def2-TZVPD basis
C 0.73906 0.49681 -0.87502
C -1.92798 -1.73546 0.37442
C -1.28195 -0.32563 0.21483
N 3.08071 1.79731 0.72087
N -0.06089 -0.45552 -0.66941
O -2.22150 0.54885 -0.39194
O 4.00152 1.86319 -0.16343
H 0.50744 1.43667 -0.25682
H -2.86809 -1.76601 1.02069
H -1.18768 -2.28375 0.86777
H -2.19760 -2.25502 -0.51555
H -0.96897 0.12033 1.22376
H 2.24333 1.37026 0.33247
H 0.25629 -1.41736 -0.94443
H -2.74840 0.07698 -1.06875
H 4.63471 2.52835 0.13053
```

Results of the Mulliken charge analysis, in e, for atoms 1 through 8: atom 1 (C): -0.04, atom 2 (C): -1.45, atom 3 (C): 0.15, atom 4 (N): -0.37, atom 5 (N): -0.02, atom 6 (O): -0.47, atom 7 (O): -0.20, atom 8 (H): 0.34

10.
The following is a quantum chemistry calculation of the ion C3H9N2O2S with charge +1 in a non-equilibrium geometry, from OMol25.

Computed properties:
* highest occupied orbital energy: -0.571 Eh
* spin multiplicity: 1
* Kohn-Sham gap: 11.50 eV
* SMILES string: CNC(=[NH2+])S(C)(=O)=O
* charge: +1
* maximum force: 5.63 eV/Å
* LUMO energy: -4.045 eV

XYZ file:
```
17
C3H9N2O2S | OMol25 | the ωB97M-V functional and the def2-TZVPD basis
C 2.04475 -0.38931 -0.75737
N 0.74249 -0.56537 -0.35958
C -0.24421 0.23333 -0.62991
N -0.29074 1.28921 -1.35848
S -1.97143 -0.41828 -0.17134
C -2.19584 0.17107 1.53470
O -1.89413 -1.83422 -0.38205
O -2.86065 0.28482 -1.04076
H 2.61120 0.13449 0.09277
H 2.65206 -1.26257 -0.91088
H 1.92252 0.36451 -1.69146
H 0.59292 -1.48563 0.06361
H 0.53126 1.78337 -1.65462
H -1.25158 1.52624 -1.51181
H -3.16288 -0.11318 2.01426
H -1.41870 -0.15118 2.17053
H -2.26379 1.34439 1.32774
```

Results of the Mulliken charge analysis, in e, for atoms 1 through 8: atom 1 (C): -0.86, atom 2 (N): -0.13, atom 3 (C): 0.58, atom 4 (N): -0.34, atom 5 (S): 1.07, atom 6 (C): -0.83, atom 7 (O): -0.59, atom 8 (O): -0.62

11.
The following is a quantum chemistry calculation of a cluster of 2 separate species, C3H9N2O3 in total in a non-equilibrium geometry, from OMol25.

Computed properties:
* highest occupied orbital energy: -0.176 Eh
* spin multiplicity: 1
* Kohn-Sham gap: 8.71 eV
* charge: -1
* maximum force: 2.12 eV/Å
* LUMO energy: 3.917 eV

XYZ file:
```
17
C3H9N2O3 | OMol25 | the ωB97M-V functional and the def2-TZVPD basis
C 0.48141 1.67408 0.64159
N 1.09501 0.35827 0.78623
C 0.29275 -0.85777 0.81132
O -0.94403 -0.64118 0.83565
O 0.95225 -1.89827 0.80424
C 0.24655 2.10311 -0.82259
N 1.06656 1.33957 -1.81603
H 0.97503 2.37336 1.31989
H -0.49249 1.48359 1.07832
H 1.96834 0.31384 0.28509
H -0.77924 1.74396 -0.97177
H 0.32594 3.13391 -1.11096
H 0.56174 1.34865 -2.67902
H 1.12899 0.39228 -1.46441
H -2.14704 -1.53385 0.02379
H -2.03689 -2.27513 -1.32672
O -2.66970 -2.03309 -0.65446
```

Results of the Mulliken charge analysis, in e, for atoms 1 through 8: atom 1 (C): -0.51, atom 2 (N): -0.45, atom 3 (C): 0.59, atom 4 (O): -0.84, atom 5 (O): -0.73, atom 6 (C): -0.37, atom 7 (N): -0.74, atom 8 (H): 0.30

12.
The following is a quantum chemistry calculation of a cluster of 2 separate species, C3H9N2O3 in total in a non-equilibrium geometry, from OMol25.

Computed properties:
* highest occupied orbital energy (alpha / beta): -0.368 / -0.363 Eh
* spin multiplicity: 2
* Kohn-Sham gap (alpha / beta): 10.55 / 6.17 eV
* maximum force: 3.66 eV/Å
* LUMO energy (alpha / beta): 0.540 / -3.706 eV

XYZ file:
```
17
C3H9N2O3 | OMol25 | the ωB97M-V functional and the def2-TZVPD basis
O 0.47082 -1.92897 1.24441
C 0.17336 -1.14923 0.27261
N 0.82188 -0.24018 -0.39163
C 2.07160 0.24702 0.01152
O 1.83482 1.37181 0.88653
C -1.31675 -1.11123 -0.14574
N -2.26702 -0.91547 1.00275
H 0.11947 1.99945 -2.40252
H 2.56427 0.67393 -0.90971
H 2.95417 -0.26682 0.49854
H -1.46905 -2.05950 -0.52468
H -1.56779 -0.34942 -0.96566
H -2.01974 -1.55500 1.72689
H -2.19940 0.05927 1.37780
H -0.50864 1.51374 -1.07148
H 0.94195 1.48617 1.16025
O -0.60396 2.22443 -1.76987
```

Results of the Mulliken charge analysis, in e, for atoms 1 through 8: atom 1 (O): -0.50, atom 2 (C): 0.51, atom 3 (N): -0.30, atom 4 (C): -0.07, atom 5 (O): -0.49, atom 6 (C): -0.41, atom 7 (N): -0.59, atom 8 (H): 0.33